ORCA calculation (ωB97M-V/def2-TZVPD) on a structure of composition C50H39O2P2RhSSe2Te2 at a distorted geometry.

Values from the calculation:
- Kohn-Sham gap (spin up / spin down) (eV) = 4.296 / 4.317

ORCA input file:
```
! wB97M-V def2-TZVPD RIJCOSX def2/J DEFGRID3
* xyz 0 1
Rh 0.39272 -0.09873 0.29320
O -2.36564 -1.70357 0.49568
S -1.80711 -0.47122 -0.08159
C -2.21606 -0.58743 -1.83735
C -3.03102 -1.63710 -2.19331
C -3.63292 -1.74745 -3.45471
C -3.43840 -0.72814 -4.34413
C -3.98909 -0.48509 -5.71926
C -3.39955 0.87776 -6.15047
C -2.51980 1.29606 -5.00863
C -1.71265 2.38641 -4.82958
C -0.88840 2.42230 -3.69727
C -0.92301 1.46786 -2.69271
P 0.46956 1.45911 -1.50282
C 0.63425 3.25963 -1.30237
C 1.77725 4.00195 -1.56975
C 1.77130 5.37783 -1.42138
C 0.62448 6.03123 -1.00197
C -0.52154 5.29801 -0.72873
C -0.51475 3.92524 -0.87016
C 1.82739 0.91539 -2.58751
C 3.24523 0.87105 -2.06303
C 4.20062 0.19962 -2.98518
C 3.83633 -0.32461 -4.17720
C 2.49677 -0.27435 -4.60003
C 1.52856 0.29610 -3.78135
C -1.87196 0.41335 -2.77669
C -2.58025 0.32912 -3.99259
C -3.03635 0.84568 0.27420
C -4.27180 0.63711 -0.30080
C -5.33346 1.54637 -0.20593
C -5.13323 2.69099 0.51433
C -6.04702 3.83988 0.82550
C -5.23805 4.73982 1.78837
C -3.91530 4.04991 1.94425
C -2.82786 4.36141 2.71657
C -1.74022 3.48819 2.68186
C -1.68414 2.35857 1.87925
P -0.20022 1.33088 2.03738
C -0.68778 0.57628 3.62193
C -1.49581 -0.55572 3.59195
C -1.90208 -1.15214 4.76917
C -1.52910 -0.60044 5.98385
C -0.76194 0.55333 6.01546
C -0.33168 1.13912 4.84108
C 1.19767 2.39751 2.44740
C 2.28869 1.72464 3.00096
C 3.48508 2.38018 3.19868
C 3.61254 3.71167 2.83138
C 2.53843 4.37486 2.26090
C 1.33661 3.72368 2.05265
C -2.80911 1.98497 1.08955
C -3.90183 2.87853 1.16726
H -3.23289 -2.38960 -1.44184
H -4.26625 -2.59343 -3.67482
H -5.08034 -0.47474 -5.70477
H -3.68056 -1.28354 -6.39595
H -4.18257 1.61856 -6.31946
H -2.81898 0.79286 -7.07138
H -1.65784 3.18087 -5.55762
H -0.16347 3.22221 -3.62237
H 2.67482 3.51817 -1.91810
H 2.66574 5.94582 -1.64085
H 0.61817 7.10757 -0.90156
H -1.41833 5.80322 -0.39836
H -1.41000 3.35318 -0.66532
H 3.61812 1.89598 -1.87364
H 5.23407 0.17378 -2.67023
H 4.57751 -0.80011 -4.80622
H 2.21018 -0.69608 -5.54822
H 0.50551 0.26392 -4.12427
H -4.44021 -0.27296 -0.85553
H -6.27622 1.33453 -0.68781
H -6.96785 3.47820 1.28719
H -6.32084 4.37188 -0.08911
H -5.73381 4.84369 2.75603
H -5.10538 5.74201 1.37689
H -2.80247 5.23379 3.35364
H -0.90182 3.68533 3.33131
H -1.79543 -0.97192 2.64015
H -2.49576 -2.05456 4.72901
H -1.83067 -1.07042 6.90677
H -0.48227 0.99624 6.95995
H 0.28884 2.02411 4.86579
H 2.19334 0.67265 3.24417
H 4.32457 1.85192 3.62524
H 4.55260 4.22557 2.97245
H 2.63862 5.40757 1.95894
H 0.51376 4.24165 1.58084
Se 0.67451 -2.18498 -1.61702
Te -0.56243 -4.05370 -0.65692
Te -0.31010 -3.67137 2.02956
Se 1.36770 -1.89606 2.07445
C 3.99832 -0.94273 -0.30493
C 3.21462 0.28561 -0.63214
O 2.47912 0.83414 0.18328
H 5.04171 -0.84932 -0.58728
H 3.56944 -1.79031 -0.84790
H 3.92051 -1.13720 0.76557
*
```



ORCA calculation (ωB97M-V/def2-TZVPD) on an isolated molecule of C17H21N3O3S2 at a distorted geometry.

Values from the calculation:
- Kohn-Sham gap (eV) = 8.654
- SMILES string = CS[C@]1(Cc2c[nH]c3ccccc23)NC(=O)[C@](CO)(SC)N(C)C1=O

ORCA input file:
```
! wB97M-V def2-TZVPD RIJCOSX def2/J DEFGRID3
* xyz 0 1
O 2.38102 -0.76674 1.92657
O -0.69383 2.45543 -0.87374
O 0.52174 -2.45072 -0.24531
S 3.16507 0.52036 -1.17175
S 0.26279 3.29482 1.99812
C 1.77082 -0.05334 1.18833
C -0.08137 1.56532 -0.27393
C -1.37875 -1.42501 2.11659
C -1.70533 -0.23587 1.46875
C -3.79300 -0.42620 -1.74774
C -3.87805 -1.80362 -1.77126
C -3.09556 0.21441 -0.72922
C -3.30060 -2.56703 -0.75739
C -2.51530 -0.57552 0.29365
C -2.61615 -1.95099 0.24741
N -1.90437 -2.47722 1.34160
N 0.57650 0.53610 -0.97400
N 1.08552 0.88187 1.87804
C 4.67705 -0.34966 -0.59929
C 1.81485 3.84206 1.15540
C 0.39079 0.51682 -2.43488
C 1.64411 -1.68100 -0.72697
C -1.35255 1.14716 1.90503
C 1.71184 -0.18298 -0.34692
C 0.01046 1.63335 1.30226
H -0.33957 -1.98472 -0.37176
H -0.76315 -1.57452 3.02507
H -4.29038 0.13822 -2.52820
H -4.47917 -2.23945 -2.56658
H -3.07467 1.26025 -0.73631
H -3.38261 -3.63766 -0.72479
H -1.71555 -3.46577 1.47039
H 1.28486 0.89832 2.86238
H 5.48537 -0.00648 -1.22205
H 4.94794 -0.04615 0.41360
H 4.63001 -1.43782 -0.67130
H 1.62986 3.85836 0.08835
H 2.61831 3.13295 1.36225
H 2.08711 4.84174 1.50802
H -0.42970 -0.14530 -2.68194
H 1.26416 0.18685 -3.00446
H 0.11137 1.49148 -2.85998
H 2.51157 -2.21377 -0.37100
H 1.63949 -1.75621 -1.79710
H -1.28421 1.19831 3.02244
H -2.14874 1.83956 1.61363
*
```



ORCA calculation (ωB97M-V/def2-TZVPD) on a structure of composition ClH12O6 at a distorted geometry.

Values from the calculation:
- Kohn-Sham gap (eV) = 9.671

ORCA input file:
```
! wB97M-V def2-TZVPD RIJCOSX def2/J DEFGRID3
* xyz -1 1
Cl 0.52421 0.18296 0.03809
O -0.64366 1.99400 1.27505
H -0.75966 2.53821 0.49619
H -0.12300 1.24994 0.97255
O -1.58253 1.08527 -1.28717
H -2.00274 0.23864 -1.43843
H -0.69683 0.86540 -0.99835
O -1.73202 -0.65182 1.67413
H -1.18561 -0.66468 0.88832
H -2.00484 -1.56176 1.79165
O 2.39979 1.63571 -1.12685
H 1.72159 1.19066 -0.61874
H 2.88930 0.92775 -1.54567
O 0.98138 -1.42514 1.87437
H 0.84258 -2.26572 1.43804
H 0.84880 -0.77288 1.18646
O 0.37437 -1.56393 -1.87279
H 0.49993 -0.90182 -1.19303
H -0.35108 -2.10079 -1.55381
*
```



ORCA calculation (ωB97M-V/def2-TZVPD) on a structure of composition C28H46BrMnN3P2 at a distorted geometry.

Values from the calculation:
- Kohn-Sham gap (spin up / spin down) (eV) = 5.317 / 3.519
- expectation value of S² = 9.044

ORCA input file:
```
! wB97M-V def2-TZVPD RIJCOSX def2/J DEFGRID3
* xyz 2 6
N -7.07562 5.54849 -5.54541
C -6.83410 6.15821 -4.38118
C -6.08872 5.55087 -3.36239
C -5.50082 4.28359 -3.58172
C -5.78452 3.65627 -4.81571
C -6.58256 4.32625 -5.76106
C -4.60793 3.68844 -2.59222
Mn -0.14596 -0.01327 1.19398
P 6.12336 -0.88710 0.10677
C -3.65906 2.75742 -2.88312
C -2.75629 2.22328 -1.90491
C -1.56568 1.59153 -2.32847
C -0.68670 1.06707 -1.38434
C -1.04852 1.13736 -0.03837
C -2.18186 1.80965 0.41723
C -3.05028 2.35159 -0.52680
Br 2.21940 0.36122 0.94141
H -4.68791 4.11841 -1.59459
H -3.51684 2.45749 -3.92648
H -5.93806 6.08833 -2.43216
H -5.39599 2.66987 -5.05727
H -7.24729 7.16398 -4.25175
H -6.82162 3.85521 -6.72281
H -1.34551 1.54637 -3.39787
H -3.96763 2.86498 -0.22412
H 0.26707 0.63316 -1.67308
H -2.38451 1.91770 1.48274
P -0.68377 -2.11649 0.22735
C 5.61161 0.85970 0.33265
C 6.66877 1.85921 -0.13814
H 5.40404 0.97627 1.40499
H 4.67010 0.98500 -0.21683
H 6.44432 2.84233 0.28596
H 7.67239 1.56611 0.18713
H 6.66935 1.95673 -1.22853
C 5.29496 -1.32778 -1.47591
C 5.97788 -2.51277 -2.15990
H 5.33857 -0.42882 -2.10712
H 4.24554 -1.53915 -1.22855
H 5.67783 -2.55141 -3.21080
H 7.06921 -2.42241 -2.12229
H 5.69489 -3.46249 -1.69488
C 5.12619 -1.84898 1.31027
C 5.84891 -2.06663 2.63427
H 4.92527 -2.80921 0.81669
H 4.18353 -1.29977 1.43417
H 5.28445 -2.78746 3.23277
H 6.85513 -2.47106 2.47775
H 5.93228 -1.14022 3.21178
C -0.55766 -3.48732 1.43209
C -1.67867 -4.52280 1.43158
H -0.47599 -3.00580 2.41815
H 0.40959 -3.97058 1.23192
H -2.61788 -4.11092 1.81810
H -1.86803 -4.93525 0.43334
H -1.39719 -5.35855 2.08209
C 0.55430 -2.48388 -1.08355
C 0.07146 -2.48527 -2.53036
H 0.99094 -3.45967 -0.82185
H 1.34857 -1.73350 -0.94033
H -0.54859 -3.36232 -2.74921
H -0.49748 -1.58370 -2.78436
H 0.93841 -2.52427 -3.20064
C -2.37393 -2.14150 -0.47109
C -3.46289 -1.65844 0.49176
H -2.58001 -3.16931 -0.80837
H -2.35547 -1.50375 -1.36734
H -4.20786 -1.07518 -0.06346
H -3.98732 -2.49946 0.96204
H -3.08273 -1.00607 1.28987
C -1.18556 0.77404 6.60347
N -0.28219 0.10715 5.64470
C 0.89656 -0.59788 6.17793
C -0.50156 0.12484 4.36848
N -0.53561 -0.00845 3.19307
H -0.80808 0.55420 7.60611
H -2.21266 0.39220 6.50419
H -1.20036 1.86376 6.44877
H 0.89208 -1.64667 5.85754
H 1.82554 -0.12791 5.83173
H 0.84299 -0.54480 7.26451
*
```



Taking the records one at a time from the top gives ΔE to the lowest compared entry with this formula, charge and spin values of 1.289; 0.721; 4.654; 0.000 eV.
Taking the records one at a time from the top gives DFT total energy values of -234278.521; -50253.229; -25001.683; -154177.499 eV.